[1]
C18H44O20S4 | ωB97M-V with the def2-TZVPD basis set

Last column: Mulliken charge in e.
Geometry (Å):
C 5.309 -4.628 1.248  -1.272
C 4.011 -4.987 0.532  -0.187
O 2.888 -4.537 1.292  -0.264
S 1.490 -4.298 0.490  1.170
C 1.789 -2.590 -0.073  -0.421
O 1.458 -5.181 -0.652  -0.649
O 0.461 -4.359 1.487  -0.623
H 5.320 -5.066 2.249  0.314
H 5.397 -3.562 1.458  0.321
H 6.129 -5.030 0.658  0.373
H 4.015 -4.511 -0.451  0.363
H 3.954 -6.073 0.455  0.296
H 0.869 -2.315 -0.583  0.059
H 2.676 -2.623 -0.694  0.460
H 1.865 -1.983 0.822  -0.097
C 3.991 4.227 -2.315  -1.357
C 2.669 3.529 -2.520  0.182
O 2.895 2.122 -2.783  -0.355
S 1.717 1.078 -2.370  1.002
C 0.691 1.148 -3.833  -1.098
O 2.255 -0.248 -2.327  -0.635
O 1.025 1.592 -1.212  -0.617
H 4.638 3.888 -3.126  0.336
H 4.510 4.044 -1.376  0.336
H 3.819 5.295 -2.446  0.385
H 1.941 3.707 -1.730  0.133
H 2.284 3.881 -3.485  0.242
H 0.087 2.050 -3.845  0.257
H 0.176 0.193 -3.859  0.397
H 1.426 1.177 -4.637  0.481
C 1.261 2.981 1.817  -0.609
C 0.518 4.316 1.730  -0.484
O -0.850 4.145 2.183  -0.256
S -1.912 5.237 1.625  1.246
C -1.300 6.785 2.346  -1.055
O -1.828 5.374 0.190  -0.598
O -3.191 4.923 2.215  -0.637
H 2.297 3.187 1.557  0.424
H 0.831 2.310 1.080  -0.269
H 1.145 2.591 2.825  0.374
H 1.019 5.105 2.294  0.358
H 0.414 4.660 0.697  0.528
H -2.067 7.552 2.301  0.388
H -0.414 7.186 1.857  0.318
H -1.045 6.506 3.368  0.359
C -3.188 -1.726 -2.055  -0.931
C -2.757 -2.716 -0.951  0.377
O -3.723 -3.724 -0.704  -0.346
S -4.040 -4.892 -1.770  1.175
C -2.583 -5.954 -1.615  -0.855
O -5.184 -5.633 -1.307  -0.612
O -4.090 -4.367 -3.111  -0.604
H -2.634 -0.790 -2.059  -0.042
H -4.256 -1.550 -1.914  0.375
H -3.140 -2.202 -3.032  0.544
H -1.784 -3.180 -1.131  0.002
H -2.651 -2.057 -0.088  -0.062
H -2.712 -6.681 -2.413  0.372
H -2.634 -6.400 -0.627  0.317
H -1.664 -5.400 -1.785  0.268
O -4.275 1.625 -4.046  -0.527
C -3.848 1.847 -2.971  0.648
O -2.669 2.485 -2.742  -0.375
C -2.306 2.327 -1.387  0.690
C -3.534 1.684 -0.705  0.049
O -4.440 1.494 -1.812  -0.398
H -1.476 1.624 -1.266  -0.349
H -1.929 3.230 -0.910  0.041
H -4.064 2.433 -0.123  0.358
H -3.222 0.744 -0.265  -0.001
O 3.613 -1.524 4.798  -0.549
C 2.508 -1.325 4.407  0.576
O 2.101 -0.209 3.784  -0.408
C 0.847 -0.423 3.187  0.919
C 0.304 -1.662 3.971  -0.192
O 1.491 -2.203 4.536  -0.339
H 0.138 0.400 3.194  0.272
H 0.898 -0.758 2.150  -0.596
H -0.019 -2.377 3.211  0.230
H -0.500 -1.454 4.674  0.246
O -0.573 -0.341 0.100  -0.033
H -0.930 -0.143 0.989  0.079
H 0.037 0.389 -0.094  0.088
O -2.196 0.256 2.423  -0.543
H -2.654 -0.547 2.705  0.273
H -2.897 0.908 2.296  0.246

Properties
DFT total energy   -3809.7463 Eh
Kohn-Sham gap   10.677 eV
HOMO energy   -10.77 eV
2S+1   1
Structure (SMILES)   CCOS(C)(=O)=O.CCOS(C)(=O)=O.CCOS(C)(=O)=O.CCOS(C)(=O)=O.O=C1OCCO1.O=C1OCCO1.O.O
F_max   0.04157 hartree/bohr

=====

[2]
C18H45B2FNO11P2 | ωB97M-V with the def2-TZVPD basis set

Last column: Mulliken charge in e.
Geometry (Å):
C 3.850 -3.424 0.422  -0.712
C 5.040 -2.474 0.573  -0.404
O 4.787 -1.241 -0.055  -0.571
B 4.000 -0.254 0.556  1.712
O 3.970 -0.335 1.991  -0.492
B 3.153 0.978 -0.264  -1.157
C 1.563 1.046 0.211  -0.698
C 0.777 -0.260 0.264  0.795
C -0.682 -0.111 0.746  -0.943
C -1.550 0.901 0.012  -0.767
N -1.799 0.638 -1.430  0.387
C -3.011 1.333 -1.848  -1.094
C -1.924 -0.766 -1.705  0.381
C -3.085 -1.522 -1.097  -1.118
O -1.143 -1.330 -2.430  -0.562
C 3.333 0.966 -1.912  -0.934
C 2.429 0.027 -2.683  1.574
C 2.670 -0.017 -4.187  -1.821
F 2.593 -1.304 -2.217  -0.311
H 3.832 -3.861 -0.581  0.279
H 3.908 -4.237 1.156  0.338
H 2.905 -2.886 0.541  0.070
H 5.305 -2.348 1.629  0.330
H 5.915 -2.922 0.082  0.312
H 3.359 -1.011 2.299  0.292
H 3.683 2.032 0.150  -0.348
H 1.538 1.501 1.216  0.118
H 1.041 1.756 -0.443  -0.134
H 1.250 -0.953 0.979  0.067
H 0.784 -0.773 -0.701  -0.091
H -1.176 -1.091 0.795  0.106
H -0.626 0.257 1.782  0.609
H -1.103 1.893 0.074  0.388
H -2.527 0.966 0.530  0.360
H -3.921 0.944 -1.361  0.453
H -2.912 2.384 -1.560  0.240
H -3.124 1.281 -2.933  0.334
H -2.790 -2.571 -1.038  0.164
H -3.358 -1.181 -0.097  0.313
H -3.961 -1.462 -1.747  0.484
H 3.173 1.967 -2.341  0.166
H 4.375 0.692 -2.154  0.208
H 1.381 0.300 -2.502  -0.351
H 1.918 -0.633 -4.688  0.375
H 2.679 0.993 -4.601  0.339
H 3.652 -0.476 -4.361  0.420
C -2.547 -3.939 3.810  -0.591
O -3.347 -3.531 2.699  -0.262
P -4.010 -4.521 1.668  1.025
O -4.524 -3.857 0.481  -0.677
O -5.148 -5.333 2.436  -0.367
C -4.885 -6.329 3.422  -0.705
O -2.845 -5.581 1.435  -0.251
C -2.997 -6.493 0.337  -0.699
H -2.013 -3.055 4.148  0.286
H -3.176 -4.307 4.622  0.238
H -1.827 -4.700 3.514  0.295
H -5.180 -5.953 4.402  0.272
H -3.834 -6.617 3.440  0.359
H -5.487 -7.205 3.182  0.249
H -4.009 -6.901 0.302  0.333
H -2.284 -7.298 0.495  0.241
H -2.780 -5.981 -0.598  0.250
C 2.610 6.219 0.918  -0.652
O 1.868 5.108 0.429  -0.088
P 0.513 5.196 -0.357  0.492
O -0.147 3.915 -0.537  -0.241
O 0.799 5.923 -1.747  -0.260
C 1.130 7.301 -1.875  -0.762
O -0.307 6.284 0.486  -0.347
C -1.695 6.421 0.163  -0.725
H 3.323 5.820 1.635  0.259
H 3.160 6.701 0.108  0.258
H 1.960 6.940 1.415  0.268
H 2.174 7.393 -2.176  0.264
H 0.967 7.849 -0.946  0.359
H 0.499 7.728 -2.653  0.260
H -1.847 6.445 -0.917  0.337
H -2.033 7.359 0.598  0.229
H -2.257 5.589 0.584  0.246

Properties
Charge   -1
DFT total energy   -2427.7757 Eh
Kohn-Sham gap   5.614 eV
HOMO energy   -3.59 eV
2S+1   1
F_max   0.00957 hartree/bohr

=====

[3]
C18H45BF4N3Na7O10P | ωB97M-V with the def2-TZVPD basis set

Last column: Mulliken charge in e.
Geometry (Å):
Na 23.223 -2.036 -18.657  0.904
Na 27.218 -3.060 -17.673  0.606
Na 28.643 0.168 -19.580  0.741
Na 24.354 0.188 -16.921  0.896
Na 23.100 -1.407 -22.006  0.941
Na 26.498 -2.897 -21.484  0.864
Na 24.504 0.996 -20.350  0.763
B 25.365 -5.120 -18.535  0.272
F 24.051 -4.614 -18.386  -0.416
F 25.285 -6.302 -19.296  -0.331
F 25.998 -4.199 -19.373  -0.115
F 26.014 -5.229 -17.365  -0.222
P 26.139 -1.119 -19.344  0.813
O 27.496 -1.849 -19.737  -0.914
O 26.368 0.423 -19.291  -0.450
O 25.446 -1.589 -18.029  -0.914
O 25.209 -1.314 -20.590  -0.735
C 30.043 -5.494 -18.343  -0.866
O 29.132 -5.075 -17.335  -0.127
C 29.793 -4.776 -16.112  -0.769
C 28.671 -4.412 -15.145  -0.714
N 28.172 -3.069 -15.401  -0.070
C 27.258 -2.625 -14.328  -0.947
C 26.355 -1.487 -14.798  -0.235
O 26.974 -0.244 -15.085  -0.054
C 27.447 0.442 -13.956  -0.979
H 30.817 -4.793 -18.681  0.347
H 29.399 -5.581 -19.222  0.237
H 30.540 -6.434 -18.099  0.327
H 30.526 -3.961 -16.180  0.346
H 30.354 -5.636 -15.736  0.454
H 29.091 -4.530 -14.139  0.466
H 27.918 -5.186 -15.289  0.324
H 28.878 -2.353 -15.518  0.192
H 27.851 -2.303 -13.468  0.370
H 26.631 -3.460 -14.018  0.499
H 25.559 -1.274 -14.069  0.550
H 25.813 -1.788 -15.698  -0.241
H 26.688 0.463 -13.159  0.417
H 27.791 1.451 -14.161  0.241
H 28.263 -0.054 -13.412  0.310
C 31.200 1.913 -21.536  -0.798
O 30.021 1.161 -21.473  -0.339
C 28.866 1.905 -21.966  -0.750
C 28.473 3.075 -21.067  -0.478
N 28.238 2.651 -19.709  0.279
C 28.311 3.768 -18.748  -0.978
C 27.681 3.325 -17.440  0.342
O 27.872 4.378 -16.535  -0.427
C 26.864 4.557 -15.573  -0.296
H 32.089 1.293 -21.403  0.268
H 31.234 2.647 -20.718  0.291
H 31.385 2.468 -22.463  0.330
H 28.100 1.127 -21.951  -0.002
H 29.109 2.293 -22.955  0.588
H 27.645 3.642 -21.515  0.086
H 29.276 3.818 -21.089  0.684
H 27.277 2.325 -19.644  -0.125
H 27.861 4.682 -19.152  0.309
H 29.294 4.150 -18.451  0.501
H 27.974 2.359 -17.012  0.361
H 26.590 3.181 -17.590  -0.247
H 26.901 3.749 -14.828  0.113
H 25.940 4.758 -16.136  0.077
H 27.015 5.437 -14.943  0.294
C 23.262 6.797 -19.054  -0.695
O 24.356 5.965 -19.465  -0.345
C 24.232 4.643 -19.071  0.191
C 23.173 3.824 -19.821  -0.539
N 23.631 3.178 -21.066  -0.137
C 24.489 4.010 -21.930  -0.383
C 24.822 3.304 -23.238  -0.895
O 25.376 2.019 -23.003  -0.201
C 24.586 0.930 -23.384  -0.713
H 22.306 6.484 -19.478  0.283
H 23.413 7.849 -19.269  0.299
H 23.218 6.669 -17.967  0.344
H 24.083 4.534 -17.991  0.310
H 25.203 4.181 -19.279  -0.446
H 22.369 4.536 -20.044  0.280
H 22.686 3.064 -19.200  0.306
H 22.951 2.561 -21.478  0.314
H 25.388 4.251 -21.367  0.153
H 23.941 4.934 -22.131  0.343
H 25.583 3.926 -23.709  0.357
H 23.919 3.275 -23.852  0.478
H 23.502 1.120 -23.361  0.387
H 24.909 -0.010 -22.918  -0.002
H 24.797 0.710 -24.445  0.442

Properties
Charge   +3
DFT total energy   -3530.9749 Eh
Kohn-Sham gap   4.727 eV
HOMO energy   -15.55 eV
2S+1   1
F_max   0.06616 hartree/bohr

=====

[4]
C18H45ClCr2N3O8PS | ωB97M-V with the def2-TZVPD basis set

Last column: Mulliken charge in e.
Geometry (Å):
Cr -2.613 2.563 2.648  0.579
Cr -1.323 -0.514 1.566  0.605
P -2.814 1.206 0.532  0.185
O -2.734 0.677 1.990  0.335
O -3.800 2.133 1.230  -0.897
O -2.721 -0.330 0.265  -0.233
O -1.559 1.466 1.299  0.887
Cl 0.667 -1.082 0.328  -0.578
S -0.424 0.900 4.359  1.590
O -1.247 2.012 4.062  -1.078
O 0.964 1.269 4.476  -0.682
O -0.901 0.368 5.585  -0.755
O -0.618 -0.092 3.317  -0.284
C 0.192 5.835 0.915  -0.890
C 1.318 5.505 -0.111  -0.742
N 2.076 4.272 0.032  0.107
C 1.219 3.034 0.060  -0.353
C 0.114 3.024 -1.043  -1.389
C 3.025 4.169 1.167  -0.348
C 4.034 2.988 1.198  -1.283
H -0.593 5.095 1.075  0.002
H -0.240 6.836 0.921  0.457
H 0.644 5.888 1.905  0.333
H 0.881 5.388 -1.103  0.330
H 2.038 6.317 -0.216  0.478
H 1.898 2.232 -0.230  0.189
H 0.768 2.711 0.998  0.176
H -0.001 1.957 -1.231  0.109
H -0.787 3.635 -0.984  0.271
H 0.582 3.432 -1.939  0.668
H 2.404 4.064 2.057  0.332
H 3.608 5.080 1.302  0.480
H 4.626 3.056 2.111  0.392
H 4.708 3.054 0.343  0.343
H 3.499 2.043 1.107  0.266
C -1.280 -1.345 -3.482  -1.546
C 0.120 -0.591 -3.473  -0.276
N 0.914 -0.991 -4.623  -0.038
C 1.004 -2.473 -4.970  -0.610
C 1.955 -3.255 -3.975  -0.987
C 2.165 -0.228 -4.539  -0.449
C 2.883 -0.086 -5.954  -1.323
H -1.708 -1.454 -4.478  0.468
H -2.104 -0.860 -2.960  0.295
H -1.233 -2.378 -3.136  0.266
H -0.131 0.454 -3.653  0.386
H 0.671 -0.843 -2.567  0.431
H 1.239 -2.571 -6.030  0.394
H 0.023 -2.948 -4.932  0.365
H 1.702 -2.955 -2.958  0.202
H 2.965 -2.899 -4.178  0.285
H 1.963 -4.342 -4.055  0.392
H 2.102 0.740 -4.042  0.383
H 2.779 -0.835 -3.874  0.349
H 2.943 -0.926 -6.646  0.301
H 2.503 0.662 -6.649  0.348
H 3.851 0.321 -5.661  0.368
C -0.533 -4.350 3.902  -1.248
C -0.443 -2.943 3.114  -0.749
N -1.680 -2.470 2.429  0.870
C -2.629 -2.222 3.521  -0.140
C -4.031 -1.769 3.046  -1.335
C -2.324 -3.518 1.536  -0.705
C -1.508 -4.036 0.387  -1.237
H 0.444 -4.625 4.300  0.422
H -0.709 -5.064 3.098  0.302
H -1.313 -4.517 4.645  0.279
H 0.084 -2.409 3.905  0.310
H 0.375 -3.097 2.411  0.399
H -2.830 -3.071 4.174  0.490
H -2.282 -1.412 4.162  0.175
H -3.995 -1.485 1.994  0.279
H -4.830 -2.501 3.163  0.345
H -4.214 -0.832 3.572  0.329
H -3.162 -2.970 1.104  0.386
H -2.772 -4.414 1.965  0.398
H -2.124 -4.862 0.033  0.456
H -0.589 -4.516 0.726  0.286
H -1.154 -3.307 -0.342  0.083

Properties
DFT total energy   -4767.3092 Eh
Kohn-Sham gap (spin up / spin down)   3.767 / 4.425 eV
HOMO energy (spin up / spin down)   -7.76 / -7.76 eV
2S+1   7
F_max   0.24426 hartree/bohr

=====

[5]
C18H45CrCsN3O4P | ωB97M-V with the def2-TZVPD basis set

Last column: Mulliken charge in e.
Geometry (Å):
Cr 2.011 -0.043 -3.192  0.011
Cs 0.474 3.907 -2.694  1.121
P 0.059 0.704 -2.004  1.179
O 0.428 -0.820 -2.331  -0.432
O 0.372 1.048 -3.510  -0.596
O 1.512 0.957 -1.514  -0.336
O -1.154 1.085 -1.243  -0.699
C -1.334 3.668 4.344  -1.396
C -1.234 4.715 3.220  -0.329
N -1.280 4.138 1.877  0.151
C -1.031 5.178 0.892  0.015
C -2.184 6.182 0.817  -1.433
C -0.452 2.942 1.666  -0.677
C 1.049 3.183 1.466  -0.870
H -0.345 3.243 4.547  0.305
H -1.977 2.814 4.137  0.346
H -1.728 4.161 5.231  0.401
H -2.175 5.250 3.398  0.399
H -0.434 5.444 3.396  0.360
H -0.074 5.697 1.012  0.394
H -1.116 4.682 -0.085  -0.185
H -2.095 6.947 1.596  0.330
H -2.240 6.769 -0.103  0.403
H -3.177 5.752 0.951  0.361
H -0.847 2.438 0.779  0.352
H -0.692 2.269 2.486  0.346
H 1.176 3.876 0.632  0.181
H 1.559 2.247 1.238  0.233
H 1.541 3.626 2.334  0.329
C 5.409 -1.367 -3.981  -1.310
C 4.602 -2.116 -2.903  -0.482
N 3.564 -1.300 -2.224  0.921
C 4.296 -0.320 -1.376  -0.327
C 5.155 -0.797 -0.180  -1.369
C 2.856 -2.232 -1.319  -0.720
C 1.963 -3.280 -2.024  -1.463
H 4.708 -0.811 -4.616  0.175
H 5.952 -2.016 -4.660  0.443
H 6.064 -0.651 -3.488  0.315
H 4.167 -2.965 -3.436  0.390
H 5.278 -2.611 -2.205  0.365
H 5.029 0.263 -1.939  0.524
H 3.597 0.380 -0.920  0.102
H 4.627 -1.429 0.535  0.325
H 6.079 -1.340 -0.387  0.334
H 5.448 0.113 0.342  0.442
H 2.177 -1.686 -0.662  0.588
H 3.517 -2.816 -0.680  0.456
H 1.287 -3.660 -1.263  0.356
H 2.531 -4.062 -2.527  0.464
H 1.362 -2.858 -2.833  0.249
C -3.020 -4.867 1.002  -1.087
C -3.246 -3.859 -0.116  -0.566
N -3.446 -2.485 0.342  0.219
C -2.417 -1.919 1.183  -0.672
C -0.983 -2.182 0.717  -1.471
C -4.763 -2.242 0.926  -0.437
C -5.894 -2.353 -0.091  -1.343
H -2.102 -4.695 1.567  0.246
H -2.988 -5.884 0.601  0.402
H -3.833 -4.870 1.732  0.286
H -2.427 -3.911 -0.836  0.240
H -4.167 -4.108 -0.642  0.372
H -2.507 -2.139 2.252  0.270
H -2.442 -0.831 1.050  0.514
H -0.773 -1.971 -0.337  0.290
H -0.665 -3.238 0.734  0.368
H -0.178 -1.707 1.280  0.552
H -5.033 -2.899 1.764  0.247
H -4.720 -1.233 1.334  0.454
H -5.711 -1.791 -1.008  0.317
H -6.151 -3.373 -0.382  0.347
H -6.812 -1.938 0.334  0.412

Properties
Charge   +1
DFT total energy   -2583.8471 Eh
Kohn-Sham gap (spin up / spin down)   4.748 / 5.300 eV
HOMO energy (spin up / spin down)   -9.53 / -9.53 eV
2S+1   4
F_max   0.07475 hartree/bohr